1.
The following is a quantum chemistry calculation of a 7-piece molecular cluster, C10H34O10 overall at a distorted geometry, from the Open Molecules 2025 dataset.

Its maximum force is 3.04 eV Å⁻¹. As for the orbital gap: 0.3732 Eh. Its total charge is 0. Its spin multiplicity is 1. For the HOMO energy, the calculation gives -9.83 eV.

Each line ends with the natural charge from an NBO analysis.
Cartesian coordinates (Å):
1 H -6.46937 12.04575 -1.51465  0.480
2 H -9.98915 14.14227 -7.94843  0.181
3 H -12.89942 10.95151 0.11991  0.169
4 O -14.03161 8.96473 -4.06344  -0.767
5 H -10.47372 11.79912 -3.97026  0.194
6 O -6.95117 11.24571 -1.67000  -0.722
7 O -11.69355 13.12114 -7.02691  -0.748
8 C -15.85072 12.04611 -5.13119  -0.075
9 C -13.03653 7.98221 -4.31795  -0.089
10 H -10.99558 7.69777 -5.00108  0.170
11 H -14.00082 9.29443 -3.17658  0.508
12 O -12.15450 12.44268 -2.94098  -0.774
13 H -10.79462 14.99578 -6.59757  0.158
14 H -16.35524 12.30157 -4.16783  0.163
15 H -8.89801 10.63193 -1.49099  0.192
16 C -10.95363 14.31651 -7.44551  -0.257
17 H -12.72996 13.21356 -2.95968  0.511
18 H -12.61348 13.39336 -7.14536  0.492
19 H -14.50216 10.52210 -4.61851  0.516
20 O -14.61812 11.43993 -4.91980  -0.786
21 H -11.97541 12.09690 -5.00525  0.214
22 H -14.27783 15.23066 -0.35902  0.176
23 C -11.37488 12.42408 -4.15561  -0.259
24 H -8.96480 12.42407 0.26404  0.171
25 H -11.06356 13.43230 -4.39439  0.164
26 H -13.39016 7.38707 -5.14510  0.185
27 H -11.57758 14.78986 -8.16650  0.169
28 C -13.06284 10.07491 -0.52791  -0.256
29 C -14.76053 14.70888 -1.20706  -0.260
30 O -11.02113 9.19219 -3.50228  -0.723
31 C -11.59806 8.54277 -4.60078  -0.083
32 O -7.75350 13.69514 -0.90707  -0.766
33 H -14.23123 15.39903 -3.03530  0.478
34 H -16.38742 13.72866 -6.28856  0.151
35 C -8.81389 12.64230 -0.75597  -0.093
36 C -15.44569 13.31757 -5.93275  -0.059
37 H -14.62900 12.02823 -7.17392  0.492
38 H -9.73572 13.03069 -1.13735  0.181
39 O -13.57050 10.49133 -1.81403  -0.823
40 H -12.99916 11.22192 -2.31039  0.524
41 H -8.54970 12.02678 -2.70690  0.165
42 O -14.63664 12.99301 -7.00061  -0.740
43 H -12.95994 7.29181 -3.48355  0.165
44 H -13.81362 9.42906 -0.08273  0.184
45 H -16.51380 11.43930 -5.72673  0.154
46 H -12.12269 9.50898 -0.47857  0.165
47 H -14.97716 14.03659 -5.25429  0.161
48 H -11.62513 9.14181 -5.46726  0.165
49 H -15.81804 15.00745 -1.29651  0.179
50 H -14.74308 13.67389 -0.92603  0.193
51 H -11.74819 9.48234 -2.89051  0.476
52 O -14.02586 14.64760 -2.46949  -0.755
53 H -8.11059 14.55180 -0.90573  0.472
54 C -8.35098 11.55703 -1.71786  -0.079

Cartesian forces, eV/Å:
0.27 0.92 0.11
-0.37 -0.60 0.46
-0.22 -0.21 -0.12
-0.05 -0.58 -1.39
-0.82 0.29 -0.28
-1.13 -0.92 0.33
1.17 1.21 -0.68
0.82 0.87 0.58
1.11 0.41 0.19
0.02 0.12 1.03
0.33 0.42 1.48
0.46 -0.22 0.04
0.03 -0.16 -0.10
0.17 0.03 -0.65
0.08 0.21 -0.64
-0.37 -0.77 0.52
-0.34 0.20 0.05
-0.22 -0.49 0.23
-0.77 -0.08 -0.19
1.22 -0.05 0.15
0.19 -0.33 0.27
0.07 0.31 -0.88
0.15 -0.34 0.27
0.32 -0.60 1.29
0.23 0.32 0.03
0.02 -0.02 -0.51
-0.33 0.82 -0.64
-0.11 0.90 -0.04
0.26 -0.61 -0.34
-0.69 0.19 1.04
-1.40 -1.76 -0.12
-0.16 -2.68 0.39
-0.02 0.06 0.24
-0.17 0.51 -0.14
1.97 1.70 -1.57
-1.93 -0.90 1.35
0.01 0.80 0.53
-0.71 0.22 -0.29
1.42 0.31 -0.44
-0.79 -1.19 1.26
-0.20 -0.90 0.31
0.95 -0.45 -1.37
-0.03 -0.08 0.41
-0.20 0.09 0.04
-0.43 -0.36 -0.34
0.01 0.06 -0.76
0.27 -0.12 -0.20
-0.32 1.52 -0.94
0.53 0.11 -0.27
-0.30 -0.59 0.38
0.91 -0.28 -0.90
-0.46 0.64 0.78
-0.96 1.58 0.09
0.50 0.45 -0.04


2.
The following is a quantum chemistry calculation of a 7-piece molecular cluster, C10H34O7 overall at a distorted geometry, from the Open Molecules 2025 dataset.

Its maximum force is 1.92 eV Å⁻¹. As for the orbital gap: 0.3812 Eh. Its total charge is 0. Its spin multiplicity is 1. For the HOMO energy, the calculation gives -9.86 eV.

Each line ends with the natural charge from an NBO analysis.
Cartesian coordinates (Å):
1 H 2.85247 -0.96177 0.48883  0.214
2 H -2.69726 -2.23371 3.52850  0.487
3 H -3.03246 -2.56251 0.98607  0.488
4 O -3.06615 2.62326 -4.44980  -0.720
5 H 0.87352 0.88090 -0.59411  0.180
6 C -0.13321 0.92008 -0.17347  -0.252
7 O -3.02587 -1.69245 2.80649  -0.761
8 H -1.36731 -0.31648 0.80512  0.486
9 O 0.86011 0.57387 3.39446  -0.743
10 C 0.54290 -0.77406 3.75273  -0.253
11 H 2.67245 2.86856 -3.66408  0.219
12 H -4.99142 -1.93643 3.53323  0.163
13 H 1.45455 -1.37616 3.75653  0.166
14 C 4.51976 -2.07460 -0.29456  -0.059
15 O -0.44451 -0.24065 0.54747  -0.736
16 H 0.86275 0.66488 2.43801  0.473
17 H -0.13767 1.86830 0.37421  0.159
18 H 2.20137 4.38254 -2.95731  0.192
19 C -2.93972 2.40001 -3.04466  -0.255
20 H -5.99526 -0.64534 1.65064  0.224
21 H 5.08539 -2.08911 -1.23478  0.154
22 C -4.93916 -0.91262 1.63218  -0.640
23 H -2.35898 1.57078 -2.63862  0.167
24 H 4.00076 -0.06389 -0.49954  0.200
25 H -4.33056 -0.06676 1.30346  0.209
26 H -1.92823 -4.37942 1.70124  0.160
27 C -4.36409 -1.21089 3.00150  -0.061
28 H -0.78753 0.98604 -1.04641  0.164
29 C 4.15016 3.82215 -2.25418  -0.066
30 O -2.66273 -3.06193 0.24877  -0.768
31 H -4.90708 -1.77551 0.97092  0.224
32 O 4.97698 4.29529 -3.30918  -0.706
33 H 4.47782 5.02089 -3.70127  0.458
34 H -2.60645 3.38828 -2.70884  0.165
35 H -1.03410 -4.21280 0.14537  0.184
36 H -3.91814 2.27501 -2.57451  0.178
37 H 2.82677 -1.07141 -1.31745  0.216
38 C -2.01437 -4.28762 0.61771  -0.244
39 H 4.59342 2.92256 -1.81805  0.172
40 H 4.10503 4.47714 -1.37851  0.160
41 H -2.30202 3.11606 -4.74963  0.465
42 H -4.31468 -0.34892 3.66968  0.168
43 H -0.06387 -1.17939 2.93641  0.180
44 C 3.44207 -1.00684 -0.42544  -0.623
45 H -2.60208 -5.10621 0.20021  0.168
46 H -0.02759 -0.68997 4.67289  0.176
47 C 2.75788 3.45843 -2.75583  -0.639
48 H 5.21738 -1.86962 0.52046  0.160
49 O 3.83686 -3.31792 -0.12984  -0.730
50 H 2.21526 2.98962 -1.92978  0.210
51 H 4.46691 -4.03965 -0.03320  0.466

Cartesian forces, eV/Å:
-0.26 -0.06 -0.14
-0.25 0.12 0.19
0.42 -0.47 0.37
-0.29 -1.25 0.02
0.09 -0.62 0.24
-0.28 0.42 -0.99
-0.06 0.00 -0.52
-0.07 0.28 -0.19
0.20 0.32 0.28
-0.06 0.72 -1.55
0.53 -0.30 0.11
0.23 -0.24 -0.11
-0.08 -0.07 0.70
-0.79 -0.31 -0.95
0.90 -0.31 0.63
-0.10 -0.29 -0.05
-0.45 -0.14 0.35
0.01 0.01 -0.05
-0.58 1.80 0.32
0.08 0.34 0.32
0.16 -0.05 0.12
0.20 0.48 0.52
0.55 -0.01 -0.78
-0.27 0.10 0.02
-0.33 -0.14 -0.78
0.11 -0.14 -0.02
-0.31 -0.76 0.72
-0.09 0.35 0.03
-0.11 -1.23 -0.12
-0.24 0.05 -0.39
0.44 0.03 -0.07
-0.22 0.20 0.49
0.26 0.03 -0.15
0.40 -0.48 0.93
0.09 -0.51 0.23
-0.23 -0.02 -0.55
-0.09 -0.43 0.05
-0.43 1.24 -0.32
0.38 -0.05 -0.48
-0.16 0.52 -0.33
0.13 -0.04 0.04
-0.14 0.30 -0.30
-0.28 -0.24 0.38
1.19 0.71 0.57
0.22 -0.20 0.13
0.25 -0.53 0.19
-0.64 1.02 0.74
-0.16 0.04 0.14
0.17 -0.11 0.22
-0.06 -0.21 -0.18
0.03 0.14 -0.03


3.
The following is a quantum chemistry calculation of C10H35CrN13O7 as an isolated structure at a distorted geometry, from the Open Molecules 2025 dataset.

Its maximum force is 8.10 eV Å⁻¹. Its expectation value of S² is 3.769. As for the orbital gap (spin up / spin down): 0.3019 / 0.3509 Eh. Its total charge is +3. Its spin multiplicity is 4. For the HOMO energy (spin up / spin down), the calculation gives -17.64 / -17.63 eV.

Each line ends with the Löwdin spin population.
Cartesian coordinates (Å):
1 H -21.72910 23.64950 20.31641  0.000
2 H -17.30793 19.35649 17.83418  0.001
3 H -22.61201 20.76228 17.43189  0.000
4 N -20.17816 18.73475 24.89392  0.000
5 H -19.81396 18.74654 25.83589  0.000
6 Cr -20.90758 20.03567 20.83901  2.876
7 H -19.02207 16.20566 22.35535  0.000
8 H -20.63144 17.47761 21.83985  0.000
9 N -21.72079 17.78676 17.33179  0.001
10 O -21.87349 21.80903 21.82434  0.021
11 H -21.98836 23.61001 23.55799  0.000
12 H -17.59098 23.75131 21.97053  0.000
13 N -21.22805 23.79328 19.45133  0.001
14 C -18.44652 16.54190 21.49292  -0.002
15 H -18.30323 17.54241 19.10997  0.000
16 O -20.83086 21.68735 19.49955  0.029
17 H -22.08645 17.56588 16.41658  0.000
18 N -24.32826 18.21988 22.42557  0.002
19 N -20.27341 18.00255 21.05478  -0.044
20 H -18.95828 19.97973 17.28009  0.000
21 H -16.93836 22.57838 22.93414  0.000
22 H -17.15607 18.50511 20.03011  0.000
23 H -20.44322 17.80449 24.60331  0.000
24 H -17.38509 16.46371 21.72822  -0.001
25 C -20.79508 22.71450 18.85693  0.005
26 O -18.82249 19.60561 19.32130  0.018
27 H -21.15026 17.12317 17.83601  0.000
28 H -17.26755 20.85952 23.00804  0.000
29 H -20.35534 17.30434 20.32959  -0.001
30 C -23.93594 18.95736 21.42565  0.004
31 O -19.19389 21.14741 21.42734  0.022
32 H -25.30349 18.16763 22.68305  0.000
33 H -19.89626 20.67575 25.86806  0.000
34 O -20.83905 19.71465 23.02358  0.006
35 C -18.43044 22.00183 21.90149  0.005
36 H -23.74379 17.51024 22.84380  0.000
37 O -22.76855 19.28617 21.20133  0.015
38 N -24.88755 19.30281 20.73023  0.003
39 N -23.72203 22.87778 21.18211  0.000
40 H -20.42845 21.75915 24.62784  0.000
41 C -22.68373 22.66978 21.96829  0.003
42 H -23.78664 22.36182 20.31624  0.000
43 C -20.48036 19.76171 24.18493  0.001
44 H -24.36102 23.63047 21.39484  0.000
45 H -18.59045 15.89315 20.62892  0.000
46 H -20.36476 23.77718 17.21984  0.000
47 H -21.02508 24.72508 19.11871  0.000
48 N -22.41481 19.82433 17.11338  0.003
49 C -18.21740 18.35253 19.83414  0.000
50 H -19.91876 22.10503 17.17178  0.000
51 N -20.23561 22.90141 17.70611  0.001
52 C -18.20466 19.93113 18.06608  0.002
53 H -22.28718 19.65460 16.12595  0.000
54 H -25.75590 18.87324 21.01574  0.000
55 C -18.80272 17.96868 21.20742  0.001
56 C -21.88644 18.97282 17.87449  0.003
57 H -23.33446 24.36152 22.69940  0.000
58 N -17.57678 21.80341 22.82485  0.002
59 H -18.39371 18.72640 21.87576  0.000
60 N -20.32641 20.81240 24.96452  0.001
61 H -18.78317 23.48196 20.61978  0.000
62 N -22.59302 23.67769 22.75182  0.001
63 O -21.46330 19.28687 19.00372  0.016
64 N -18.26372 23.21327 21.44324  0.003
65 H -17.86182 20.96455 18.11735  0.000
66 H -24.78142 19.86419 19.89734  0.000

Cartesian forces, eV/Å:
0.35 0.52 -0.33
-0.43 -0.38 -0.10
0.21 -0.23 -0.16
0.84 -5.87 1.50
-0.24 0.26 -0.20
-1.10 -0.76 0.79
0.15 -0.36 0.00
-0.61 0.59 0.61
0.72 -2.08 0.20
2.32 -2.75 0.26
-0.25 0.46 -0.03
-0.52 0.92 -1.17
-1.23 2.88 1.32
1.12 -0.06 0.71
-0.29 -0.01 -0.19
-0.22 -2.72 -0.44
0.09 -0.23 0.27
0.16 -2.58 3.58
0.78 0.64 0.42
0.02 -0.80 -0.22
0.52 -1.00 0.73
0.19 0.13 -0.36
0.16 0.19 -0.18
0.00 -0.14 0.19
0.21 0.60 1.71
1.49 -2.34 0.35
-0.25 -0.08 -0.43
0.04 0.29 0.38
-0.87 0.38 -0.92
4.47 -0.79 2.25
-0.36 -0.79 0.12
0.24 -0.15 -0.04
-0.30 0.46 -0.18
-0.68 -0.23 -2.06
-1.70 -0.77 -2.77
0.08 0.47 0.07
2.19 0.21 -0.23
-5.96 2.59 -4.84
-2.38 -0.98 -2.57
0.15 -0.32 0.02
-1.53 0.47 -1.65
-0.35 0.20 0.27
0.23 1.64 0.48
-0.16 -0.45 -0.58
-0.35 -0.02 0.04
0.12 -0.22 -0.10
-0.35 -0.09 0.11
-2.48 4.15 -3.71
-0.18 1.26 0.43
0.07 0.24 0.08
1.23 -0.35 -3.35
-0.31 1.50 0.34
-0.65 0.49 -0.06
-0.39 0.61 -1.15
0.48 0.45 -2.01
2.53 -1.25 3.06
0.57 0.15 0.79
2.94 -2.00 3.99
-0.61 -0.31 0.56
0.05 3.54 0.26
0.28 0.63 0.37
1.29 3.03 4.05
-0.16 -0.98 0.72
-1.23 2.12 -1.59
0.19 0.16 0.30
-0.35 -0.13 0.27


Respective relative energy (zero: lowest compared OMol25 entry of this formula, charge and spin) values: 0.9931 3.8359 4.3139 eV.